ORCA calculation (ωB97M-V/def2-TZVPD) on an isolated ion of composition C5H6NOS2 and charge -1 in a non-equilibrium geometry.

LUMO energy (spin up / spin down) in eV: 3.0884 / 2.0336
Highest occupied orbital energy (spin up / spin down) in Ha: -0.1274 / -0.1135
Multiplicity: 1
Max |F| in eV Å⁻¹: 3.584
Energy relative to the best compared isomer or geometry (same formula, charge and spin) in kJ/mol: 492.7
DFT total energy in eV: -30486.462
Total charge: -1

Each line ends with the Löwdin charge.
Cartesian coordinates (Å):
1 C -1.410 0.781 -0.701  -0.834
2 C -1.388 -0.702 -0.708  -0.823
3 C 0.417 0.024 1.241  -0.076
4 C 1.810 -0.064 0.584  -0.074
5 C -0.165 0.130 -0.160  -0.416
6 N 1.080 0.178 -0.658  -0.221
7 O 1.625 -0.065 -1.731  -0.006
8 S -2.341 1.809 0.331  0.355
9 S -2.234 -1.730 0.294  0.512
10 H -1.452 1.239 -1.776  0.118
11 H -1.194 -1.084 -1.679  0.066
12 H 0.121 -0.905 1.644  0.067
13 H 0.122 0.847 1.881  0.097
14 H 2.649 0.580 0.882  0.110
15 H 2.360 -1.039 0.556  0.126

Forces on atoms 1 to 6 (eV/Å):
C -1.4595 1.1721 -2.0526
C -1.0116 0.4524 -0.8766
C -0.6154 0.3105 0.1696
C 0.4968 -0.2108 0.8223
C 0.0795 1.0335 0.8141
N 3.3967 -1.1370 0.1196

---

ORCA calculation (ωB97M-V/def2-TZVPD) on an isolated ion of composition C28H38F3N4O2Si and charge +1 in a non-equilibrium geometry.

LUMO energy in eV: -4.9829
Structure (SMILES): CC(=O)N(C)c1c(CCC(F)=C(F)F)c(OC#N)cn[n+]1CCCCCCCC[Si](C)(C)c1ccccc1
Highest occupied orbital energy in Ha: -0.4022
Multiplicity: 1
Max |F| in eV Å⁻¹: 1.252
DFT total energy in eV: -55729.641
Total charge: +1

Each line ends with the Löwdin charge.
Cartesian coordinates (Å):
1 C 2.936 -3.759 -0.338  0.036
2 C 3.775 -2.946 -1.290  -0.470
3 O 4.392 -3.453 -2.188  0.131
4 N 3.891 -1.546 -1.109  -0.031
5 C 4.113 -0.765 -2.337  -0.009
6 C 3.149 -0.947 -0.076  -0.136
7 C 3.811 -0.660 1.131  -0.023
8 C 5.270 -0.958 1.326  -0.064
9 C 6.205 0.015 0.589  -0.067
10 C 6.092 1.441 1.011  -0.196
11 F 4.845 1.926 1.230  0.081
12 C 7.106 2.282 1.116  -0.324
13 F 8.360 1.915 1.188  0.175
14 F 6.973 3.581 1.162  0.186
15 C 3.022 -0.099 2.113  -0.138
16 O 3.526 0.246 3.356  0.108
17 C 3.729 -0.800 4.122  -0.292
18 N 3.886 -1.740 4.772  0.221
19 C 1.672 0.149 1.865  0.042
20 N 1.092 -0.151 0.735  0.183
21 N 1.842 -0.692 -0.220  0.010
22 C 1.061 -0.956 -1.446  -0.075
23 C 0.962 0.229 -2.411  -0.156
24 C 0.640 1.580 -1.766  -0.203
25 C -0.835 1.743 -1.401  -0.213
26 C -1.211 3.198 -1.078  -0.196
27 C -2.685 3.500 -1.374  -0.207
28 C -3.629 2.963 -0.282  -0.246
29 C -4.220 1.568 -0.617  -0.250
30 Si -4.668 0.625 0.954  0.574
31 C -5.998 1.609 1.828  -0.161
32 C -3.140 0.446 2.043  -0.173
33 C -5.255 -1.088 0.445  -0.251
34 C -6.070 -1.228 -0.680  -0.098
35 C -6.532 -2.472 -1.071  -0.085
36 C -6.192 -3.601 -0.346  -0.089
37 C -5.371 -3.483 0.761  -0.090
38 C -4.905 -2.239 1.149  -0.103
39 H 2.037 -3.262 0.015  0.077
40 H 3.559 -4.026 0.519  0.105
41 H 2.690 -4.687 -0.843  0.104
42 H 5.141 -0.904 -2.664  0.102
43 H 3.475 -1.097 -3.153  0.097
44 H 3.982 0.293 -2.124  0.105
45 H 5.518 -1.024 2.381  0.126
46 H 5.456 -1.949 0.910  0.134
47 H 7.236 -0.293 0.746  0.139
48 H 6.018 -0.038 -0.486  0.116
49 H 1.055 0.608 2.626  0.158
50 H 1.419 -1.857 -1.937  0.129
51 H 0.060 -1.167 -1.079  0.139
52 H 1.833 0.330 -3.051  0.090
53 H 0.131 -0.026 -3.071  0.128
54 H 1.258 1.783 -0.890  0.103
55 H 0.890 2.348 -2.500  0.119
56 H -1.468 1.372 -2.207  0.111
57 H -1.022 1.154 -0.499  0.092
58 H -1.075 3.370 -0.009  0.109
59 H -0.586 3.896 -1.636  0.109
60 H -2.980 3.065 -2.332  0.110
61 H -2.821 4.577 -1.480  0.108
62 H -4.452 3.653 -0.106  0.107
63 H -3.045 2.869 0.637  0.079
64 H -5.125 1.698 -1.212  0.077
65 H -3.474 1.003 -1.176  0.063
66 H -5.570 2.555 2.165  0.032
67 H -6.805 1.838 1.132  0.037
68 H -6.408 1.095 2.695  0.034
69 H -2.848 1.402 2.475  0.026
70 H -3.338 -0.266 2.843  0.024
71 H -2.323 0.049 1.436  0.016
72 H -6.347 -0.343 -1.238  0.095
73 H -7.178 -2.548 -1.935  0.105
74 H -6.565 -4.573 -0.636  0.104
75 H -5.101 -4.375 1.311  0.102
76 H -4.262 -2.161 2.016  0.086

Forces on atoms 1 to 6 (eV/Å):
C 0.3460 0.0595 0.1754
C 0.4968 -0.3244 -0.2043
O -0.1934 0.1282 -0.1683
N -1.2505 0.0488 0.0156
C 0.8482 0.0040 -0.0498
C 0.4576 -0.1772 -0.2188

---

ORCA calculation (ωB97M-V/def2-TZVPD) on a 20-piece molecular cluster, C55H82Cl30O16P overall in a non-equilibrium geometry.

LUMO energy (spin up / spin down) in eV: -2.1776 / -2.1776
Highest occupied orbital energy (spin up / spin down) in Ha: -0.1744 / -0.2544
Multiplicity: 2
Max |F| in eV Å⁻¹: 4.143
DFT total energy in eV: -476081.458

Each line ends with the Mulliken spin population.
Cartesian coordinates (Å):
1 C -0.048 4.291 2.785  0.000
2 C -1.090 3.227 2.415  0.000
3 C -0.631 2.226 1.342  0.000
4 C -1.687 1.097 1.194  0.000
5 P -1.154 -0.198 0.031  0.001
6 C -1.012 0.687 -1.545  -0.003
7 C -0.992 -0.265 -2.745  -0.001
8 C 0.437 -0.683 -3.229  0.002
9 C 0.324 -1.764 -4.263  0.001
10 C -2.609 -1.293 -0.007  0.000
11 C -3.021 -2.070 1.236  0.000
12 C -4.249 -2.893 1.060  0.000
13 C -4.132 -3.952 0.005  0.000
14 C 0.430 -1.122 0.523  0.000
15 C 0.517 -1.760 1.930  0.000
16 C 1.644 -2.744 2.071  0.000
17 C 1.816 -3.376 3.508  0.000
18 H 0.300 4.907 1.956  0.000
19 H 0.891 3.761 2.940  0.000
20 H -0.363 4.983 3.567  0.000
21 H -2.075 3.588 2.119  0.000
22 H -1.255 2.656 3.328  0.000
23 H 0.310 1.787 1.674  0.000
24 H -0.484 2.783 0.417  0.000
25 H -2.638 1.450 0.797  0.000
26 H -1.876 0.624 2.158  0.000
27 H -0.071 1.212 -1.381  0.000
28 H -1.885 1.333 -1.644  -0.002
29 H -1.426 0.321 -3.555  0.003
30 H -1.608 -1.161 -2.676  0.001
31 H 1.109 -1.097 -2.477  0.000
32 H 0.931 0.235 -3.546  -0.001
33 H 1.303 -2.059 -4.640  0.000
34 H -0.355 -1.419 -5.043  0.000
35 H -0.068 -2.674 -3.808  0.000
36 H -2.293 -2.069 -0.704  0.000
37 H -3.437 -0.734 -0.443  0.000
38 H -3.164 -1.266 1.958  0.000
39 H -2.187 -2.759 1.374  0.000
40 H -5.154 -2.311 0.887  0.000
41 H -4.465 -3.455 1.969  0.000
42 H -4.367 -3.473 -0.945  0.000
43 H -4.887 -4.726 0.149  0.000
44 H -3.225 -4.555 -0.013  0.000
45 H 1.269 -0.440 0.385  0.000
46 H 0.582 -1.936 -0.185  0.000
47 H -0.441 -2.108 2.315  0.000
48 H 0.627 -0.956 2.657  0.000
49 H 2.553 -2.230 1.758  0.000
50 H 1.537 -3.463 1.259  0.000
51 H 0.975 -4.014 3.782  0.000
52 H 2.044 -2.555 4.187  0.000
53 H 2.727 -3.971 3.583  0.000
54 C 1.983 9.442 2.621  0.000
55 C 1.332 8.750 3.605  0.000
56 C 0.077 7.926 3.286  0.000
57 O -0.580 7.464 4.200  0.000
58 C -0.241 7.862 1.856  0.000
59 C 0.451 8.485 0.917  0.000
60 C 1.671 9.322 1.152  0.000
61 O 2.473 9.807 0.305  0.000
62 O 0.104 8.395 -0.347  0.000
63 O 1.663 8.860 4.908  0.000
64 H 2.878 10.034 2.741  0.000
65 H -1.053 7.263 1.472  0.000
66 H 0.901 8.461 -0.878  0.000
67 H 0.970 8.422 5.407  0.000
68 C 3.579 -4.311 -2.747  0.000
69 C 4.201 -3.259 -2.215  0.000
70 C 4.445 -3.087 -0.742  0.000
71 O 4.894 -2.101 -0.223  0.000
72 C 4.109 -4.258 0.002  0.000
73 C 3.487 -5.346 -0.510  0.000
74 C 3.111 -5.478 -1.978  0.000
75 O 2.617 -6.557 -2.422  0.000
76 O 3.372 -6.501 0.225  0.000
77 O 4.481 -2.173 -2.978  0.000
78 H 3.463 -4.448 -3.812  0.000
79 H 4.420 -4.346 1.032  0.000
80 H 2.773 -7.090 -0.240  0.000
81 H 4.943 -1.533 -2.431  0.000
82 C 2.007 2.758 -5.050  0.035
83 C 0.875 2.830 -5.764  0.157
84 C 0.761 3.606 -6.944  0.099
85 O -0.298 3.784 -7.544  0.229
86 C 1.926 4.341 -7.306  -0.005
87 C 3.075 4.232 -6.632  0.055
88 C 3.312 3.338 -5.423  0.221
89 O 4.434 3.140 -4.815  0.212
90 O 4.154 4.951 -7.038  0.016
91 O -0.214 2.021 -5.501  0.016
92 H 2.026 2.038 -4.244  -0.030
93 H 1.852 5.071 -8.099  0.001
94 H 4.949 4.684 -6.571  -0.004
95 H -0.987 2.150 -6.055  -0.006
96 C 6.579 4.896 3.561  0.000
97 C 5.238 4.716 3.447  0.000
98 C 4.246 5.850 3.305  0.000
99 O 3.051 5.716 3.116  0.000
100 C 4.925 7.128 3.366  0.000
101 C 6.194 7.324 3.576  0.000
102 C 7.233 6.198 3.648  0.000
103 O 8.433 6.324 3.755  0.000
104 O 6.693 8.557 3.770  0.000
105 O 4.637 3.481 3.296  0.000
106 H 7.019 3.944 3.818  0.000
107 H 4.326 8.026 3.317  0.000
108 H 7.610 8.489 3.494  0.000
109 H 3.720 3.656 3.071  0.000
110 C -0.900 -6.616 -1.049  0.000
111 Cl -0.012 -7.884 -0.263  0.000
112 Cl -0.079 -5.078 -0.619  0.000
113 H -0.805 -6.762 -2.125  0.000
114 H -1.914 -6.508 -0.665  0.000
115 C -3.453 -5.999 3.834  0.000
116 Cl -3.047 -4.353 4.361  0.000
117 Cl -2.712 -6.396 2.266  0.000
118 H -3.042 -6.734 4.527  0.000
119 H -4.534 -6.093 3.730  0.000
120 C -0.711 0.620 5.625  0.000
121 Cl -0.711 -0.997 4.938  0.000
122 Cl -2.249 1.400 5.495  0.000
123 H -0.767 0.528 6.710  0.000
124 H 0.072 1.231 5.177  0.000
125 C 3.670 2.991 -1.628  -0.001
126 Cl 4.193 3.571 -0.052  0.000
127 Cl 2.742 1.428 -1.539  -0.004
128 H 3.051 3.771 -2.073  0.005
129 H 4.642 2.722 -2.041  -0.002
130 C 4.394 0.209 2.419  0.000
131 Cl 4.638 -1.229 3.385  0.000
132 Cl 2.757 0.841 2.663  0.000
133 H 5.152 0.942 2.694  0.000
134 H 4.360 -0.058 1.363  0.000
135 C -6.953 -7.615 -0.862  0.000
136 Cl -7.044 -8.186 -2.575  0.000
137 Cl -5.218 -7.355 -0.455  0.000
138 H -7.512 -6.683 -0.781  0.000
139 H -7.378 -8.342 -0.169  0.000
140 C -5.847 1.236 -2.806  0.000
141 Cl -4.207 1.975 -3.107  0.001
142 Cl -5.927 0.197 -1.421  0.000
143 H -6.580 2.034 -2.691  0.000
144 H -6.065 0.764 -3.764  0.000
145 C -0.497 4.356 -2.652  -0.005
146 Cl 0.394 4.888 -1.218  0.003
147 Cl -0.041 5.418 -4.029  0.002
148 H -0.079 3.421 -3.026  0.003
149 H -1.577 4.387 -2.511  0.000
150 C -5.847 1.293 3.407  0.000
151 Cl -6.087 3.023 3.310  0.000
152 Cl -4.936 0.768 1.978  0.000
153 H -5.222 1.123 4.283  0.000
154 H -6.792 0.755 3.491  0.000
155 C -8.608 -0.701 0.669  0.000
156 Cl -7.581 -1.935 1.528  0.000
157 Cl -10.353 -0.999 0.683  0.000
158 H -8.373 0.271 1.103  0.000
159 H -8.346 -0.742 -0.388  0.000
160 C -8.147 -2.700 -3.486  0.000
161 Cl -6.873 -3.396 -2.454  0.000
162 Cl -7.608 -1.220 -4.272  0.000
163 H -8.427 -3.451 -4.224  0.000
164 H -9.015 -2.323 -2.946  0.000
165 C 3.814 -1.516 -6.329  0.000
166 Cl 3.066 0.027 -6.752  0.002
167 Cl 2.926 -2.887 -7.171  0.000
168 H 4.828 -1.504 -6.727  0.000
169 H 3.921 -1.506 -5.244  0.000
170 C 5.421 -5.004 4.508  0.000
171 Cl 6.979 -5.362 5.254  0.000
172 Cl 4.267 -6.409 4.405  0.000
173 H 4.942 -4.340 5.227  0.000
174 H 5.507 -4.565 3.514  0.000
175 C -3.369 -3.750 -4.490  0.000
176 Cl -2.351 -4.330 -3.258  0.000
177 Cl -3.570 -1.963 -4.185  0.000
178 H -2.927 -4.001 -5.454  0.000
179 H -4.348 -4.222 -4.410  0.000
180 C 1.041 -8.286 3.652  0.000
181 Cl 0.259 -6.705 4.012  0.000
182 Cl 0.669 -9.438 5.001  0.000
183 H 0.531 -8.696 2.780  0.000
184 H 2.128 -8.223 3.687  0.000

Forces on atoms 1 to 6 (eV/Å):
C 0.2077 -0.2139 -1.2626
C 0.2280 -0.2504 0.2587
C -0.7485 0.2161 0.5775
C 1.4812 0.0445 -0.0768
P -0.4914 -0.1762 1.1426
C 0.0967 -1.6179 0.4747

---

ORCA calculation (ωB97M-V/def2-TZVPD) on the molecule C3H9N5 in a non-equilibrium geometry.

LUMO energy in eV: 0.6680
Structure (SMILES): C=CN/C(=N/N)NN
Highest occupied orbital energy in Ha: -0.2846
Multiplicity: 1
Max |F| in eV Å⁻¹: 7.684
Energy relative to the best compared isomer or geometry (same formula, charge and spin) in kJ/mol: 476.3
DFT total energy in eV: -10703.111

Each line ends with the Löwdin charge.
Cartesian coordinates (Å):
1 C 0.314 0.108 -0.179  -0.422
2 C -1.944 -0.661 0.018  -0.198
3 C -2.605 0.524 0.040  0.011
4 H 1.686 -2.408 -0.517  0.066
5 H 1.161 -1.969 1.059  0.137
6 H 2.335 0.222 0.123  0.057
7 H -0.230 -1.694 -0.398  0.160
8 H -2.521 -1.609 -0.132  0.125
9 H -3.686 0.497 0.027  0.036
10 H -2.358 1.523 0.274  0.022
11 H 1.316 2.816 0.596  -0.019
12 H 2.157 2.087 -0.813  0.168
13 N 1.748 -1.709 0.188  -0.055
14 N 1.681 -0.419 -0.186  -0.051
15 N -0.618 -0.755 -0.110  0.014
16 N 0.128 1.415 -0.110  0.017
17 N 1.438 2.031 0.121  -0.070

Forces on atoms 1 to 6 (eV/Å):
C 5.0049 5.7919 0.6661
C -3.3733 1.9463 -1.0313
C -1.4697 -1.6268 0.6964
H 0.0389 -0.2124 -0.6513
H 1.4468 0.5601 -1.8838
H 1.3641 1.2178 1.2281

---

ORCA calculation (ωB97M-V/def2-TZVPD) on an isolated ion of composition C7H13N and charge -1 in a non-equilibrium geometry.

LUMO energy (spin up / spin down) in eV: 3.9681 / 3.9270
Highest occupied orbital energy (spin up / spin down) in Ha: 0.0304 / -0.1133
Multiplicity: 2
Max |F| in eV Å⁻¹: 6.205
Energy relative to the best compared isomer or geometry (same formula, charge and spin) in kJ/mol: 258.3
DFT total energy in eV: -8955.241
Total charge: -1

Each line ends with the Mulliken spin population.
Cartesian coordinates (Å):
1 C 1.277 -0.241 -1.386  -0.038
2 C 0.276 0.935 -1.316  0.075
3 C -0.086 1.200 0.276  -0.163
4 C 0.069 -0.532 1.795  0.266
5 C -0.648 -0.140 0.775  0.291
6 C -1.892 -0.678 0.064  0.046
7 C -2.736 -1.255 0.919  0.477
8 N 2.369 0.251 -0.479  0.049
9 H 0.765 -1.021 -0.779  0.016
10 H 1.678 -0.570 -2.363  -0.029
11 H 0.987 1.872 -1.633  -0.003
12 H -0.521 0.824 -2.107  0.005
13 H 0.858 1.528 0.782  -0.014
14 H -0.919 1.877 0.480  0.045
15 H 1.022 -0.188 2.079  -0.017
16 H -0.249 -1.158 2.542  0.023
17 H -1.945 -0.342 -0.902  -0.048
18 H -2.462 -1.409 1.928  0.027
19 H -3.604 -1.857 0.751  0.023
20 H 2.649 1.187 -0.713  -0.002
21 H 3.115 -0.287 -0.713  -0.029

Forces on atoms 1 to 6 (eV/Å):
C -0.4980 1.1923 2.3728
C 1.7041 2.6238 -0.6843
C -0.1587 -1.5955 -2.7892
C 0.6360 -1.1661 2.3779
C -1.4615 1.6660 -3.7852
C 4.7851 1.9853 3.4159

---

ORCA calculation (ωB97M-V/def2-TZVPD) on a 2-piece molecular cluster, C4H4FN overall in a non-equilibrium geometry.

LUMO energy (spin up / spin down) in eV: -1.5376 / -1.5383
Highest occupied orbital energy (spin up / spin down) in Ha: -0.4038 / -0.4038
Multiplicity: 1
Max |F| in eV Å⁻¹: 5.654
Energy relative to the best compared isomer or geometry (same formula, charge and spin) in kJ/mol: 476.2
DFT total energy in eV: -8414.861

Each line ends with the Löwdin charge.
Cartesian coordinates (Å):
1 C 1.080 2.026 2.314  -0.156
2 C 0.561 0.422 -0.335  -0.087
3 C -0.609 -0.068 0.501  -0.009
4 C -0.157 1.378 0.388  -0.233
5 N 1.675 2.260 3.254  -0.039
6 F -0.947 2.362 -0.136  0.086
7 H 1.487 0.167 0.108  0.112
8 H 0.360 0.518 -1.414  0.144
9 H -1.473 -0.267 0.069  0.060
10 H -0.293 -0.621 1.379  0.121

Forces on atoms 1 to 6 (eV/Å):
C -3.0692 -1.1523 -4.6067
C 0.3014 -0.0393 -2.2154
C 3.9055 2.4182 2.8401
C -1.7658 1.4053 2.9684
N 1.2173 0.4342 1.8677
F 1.7600 -1.5043 1.1567